[1]
The following is a DFT calculation (ωB97M-V with the def2-TZVPD basis set) of a structure of composition C13H12N5O3PtS2.

Results
Energy above the lowest of the compared OMol25 structures with the same formula, charge and spin: 0.00 kJ/mol
Frontier orbital gap: 7.4267 eV
E_tot: -52186.0648 eV
HOMO level: -0.1771 Eh
Charge: -1

```
36
Properties=species:S:1:pos:R:3:forces:R:3:mulliken_charge:R:1
Pt -0.341587 -0.013083 1.532591 0.867 0.158 -0.254 0.53
S 1.277750 -1.422612 2.356570 0.047 0.033 -0.282 -0.36
C 2.332268 -0.796947 1.121501 -0.454 -0.035 0.348 0.57
S 1.620707 0.667451 0.530497 -0.224 -0.237 0.049 -0.41
C 3.477696 -1.393926 0.654272 0.356 -0.002 -0.018 0.29
C 4.224816 -0.795854 -0.404801 -0.140 -0.123 0.109 0.01
N 4.804148 -0.318113 -1.279673 0.040 0.034 -0.034 -0.56
C 3.961113 -2.614833 1.215091 -0.080 0.175 -0.101 -0.03
N 4.353017 -3.602117 1.661455 0.031 -0.044 0.019 -0.53
O -2.146404 -0.711320 2.241815 -0.280 -0.037 -0.098 -0.57
N -3.154669 -0.230123 1.608180 0.177 -0.028 0.146 -0.12
N -2.891109 0.690449 0.781024 -0.105 0.106 -0.155 0.85
O -1.677553 1.191157 0.575358 -0.342 0.031 -0.008 -0.77
C -3.959359 1.251694 0.003640 0.112 -0.029 0.038 0.28
C -3.660616 2.304694 -0.843847 0.040 0.016 -0.013 -0.30
C -4.673473 2.863491 -1.610023 -0.007 -0.002 0.000 -0.57
C -5.968039 2.374800 -1.532008 0.020 -0.028 0.032 -0.45
C -6.247671 1.313282 -0.679609 -0.007 0.032 -0.031 -0.48
C -5.248433 0.744113 0.089840 0.007 -0.060 0.067 -0.42
H -2.643861 2.661653 -0.896639 0.004 0.005 -0.003 0.49
H -4.442122 3.685245 -2.275495 0.004 0.001 0.001 0.35
H -6.753908 2.811883 -2.134027 -0.006 0.001 -0.003 0.37
H -7.253057 0.917379 -0.617484 -0.002 -0.003 0.002 0.36
H -5.452832 -0.088883 0.744914 -0.005 -0.002 -0.002 0.46
C -0.658695 0.687371 -3.490997 -0.036 0.086 -0.038 -0.95
N -0.118564 -0.482460 -2.845829 0.046 -0.089 0.248 0.17
C 1.298095 -0.740227 -3.004877 -0.060 0.091 0.014 -0.92
C -0.872306 -1.158709 -1.942203 0.119 -0.165 -0.247 0.14
O -2.056390 -0.970722 -1.743631 -0.135 0.084 0.112 -0.59
H -0.507608 0.630695 -4.571995 -0.011 0.006 -0.009 0.31
H -0.167178 1.592084 -3.118388 0.002 -0.014 -0.005 0.31
H -1.722846 0.742740 -3.270908 0.027 -0.001 -0.021 0.28
H 1.540055 -0.905407 -4.059383 -0.029 0.011 0.043 0.32
H 1.578910 -1.625195 -2.442705 -0.008 -0.113 0.074 0.25
H 1.897462 0.088462 -2.626305 0.021 0.061 0.000 0.35
H -0.307379 -1.954424 -1.428565 0.013 0.082 0.021 0.33
```
Forces are in eV/Å.


[2]
The following is a DFT calculation (ωB97M-V with the def2-TZVPD basis set) of a cluster of 2 separate species, C3H6O2 in total at a distorted geometry.

Results
Energy above the lowest of the compared OMol25 structures with the same formula, charge and spin: 321.89 kJ/mol
Frontier orbital gap: 8.7503 eV
E_tot: -7300.3420 eV
HOMO level: -0.3132 Eh
Charge: 0

```
11
Properties=species:S:1:pos:R:3:forces:R:3:mulliken_charge:R:1
O 1.659617 -0.817551 1.431809 0.198 -1.372 -1.438 -0.40
C 1.623350 -2.022310 1.196051 -0.377 3.115 3.319 -0.09
H 0.986431 -2.562698 1.867452 -1.010 -1.062 -0.106 0.23
H 2.372318 -2.549686 0.700210 1.260 -0.798 -1.803 0.27
C -1.971116 1.355070 -0.781309 3.776 0.049 2.251 -0.72
C -0.641820 0.925611 -0.849226 -4.059 2.462 -1.072 0.11
O 0.254042 1.252771 0.114665 2.388 -2.357 -1.843 -0.44
H -2.531403 1.121233 -1.595757 -1.624 -0.578 -2.244 0.26
H -2.471794 1.989284 -0.004846 0.937 -0.980 -0.465 0.24
H -0.342425 0.630315 -1.913718 0.143 -0.205 1.897 0.20
H 1.062801 0.677961 -0.165331 -1.632 1.727 1.504 0.35
```
Forces are in eV/Å.


[3]
The following is a DFT calculation (ωB97M-V with the def2-TZVPD basis set) of a cluster of 2 separate species, C4H10OSi2 in total at a distorted geometry.

Results
Energy above the lowest of the compared OMol25 structures with the same formula, charge and spin: 255.16 kJ/mol
Frontier orbital gap: 9.7983 eV
E_tot: -22109.6875 eV
HOMO level: -0.3693 Eh
Charge: 0

```
17
Properties=species:S:1:pos:R:3:forces:R:3:mulliken_charge:R:1
C 1.209259 1.109536 1.525697 1.877 -3.753 -3.349 -0.83
C 1.608453 1.176293 -1.945265 2.630 -2.594 -1.538 -0.53
C 0.669328 -0.095530 1.318121 -0.304 -0.548 -0.365 -0.21
C 1.859462 -0.107860 -1.517304 -1.730 1.704 0.386 -0.40
O 0.403491 -2.579707 -0.447126 0.490 0.654 0.262 -0.60
Si -3.145968 -0.677014 0.526753 1.706 1.960 -0.157 0.44
Si 0.965617 -1.178393 -0.188212 -0.023 1.346 -0.541 0.56
H 0.936650 1.648272 2.303397 -1.170 2.767 3.484 0.35
H 2.120435 1.323139 0.977394 -0.303 0.708 -0.226 0.29
H 2.206112 1.546368 -2.882713 -1.337 -0.583 1.909 0.20
H 0.923084 1.831482 -1.506477 -0.915 0.897 0.693 0.35
H -0.088707 -0.459499 2.001020 -0.263 0.104 0.055 0.46
H 2.505630 -0.660990 -2.132576 1.006 -0.706 -0.752 0.33
H -4.526156 -0.631854 0.047387 -0.163 0.448 -0.107 -0.13
H -1.983953 -0.223514 -0.478902 -1.482 0.241 0.888 -0.11
H -2.911064 -0.018050 1.916377 -0.330 -0.482 -1.151 -0.08
H -2.751665 -2.002671 0.482427 0.312 -2.165 0.509 -0.09
```
Forces are in eV/Å.


[4]
The following is a DFT calculation (ωB97M-V with the def2-TZVPD basis set) of a cluster of 3 separate species, H6O3 in total at a distorted geometry.

Results
Energy above the lowest of the compared OMol25 structures with the same formula, charge and spin: 14.90 kJ/mol
Frontier orbital gap: 12.0951 eV
E_tot: -6240.0988 eV
HOMO level: -0.4202 Eh
Charge: 0

```
9
Properties=species:S:1:pos:R:3:forces:R:3:mulliken_charge:R:1
H 1.778576 1.351729 0.297466 -0.436 -0.444 -0.554 0.31
H 1.154519 -0.000289 -0.274848 0.269 0.959 0.138 0.43
H -0.669196 0.888024 -0.672798 -1.056 -0.551 0.310 0.41
H -1.897322 0.786646 0.315394 0.673 -0.679 -1.634 0.34
H 0.232956 -1.704963 1.155538 0.037 0.105 -1.143 0.32
H -0.582959 -1.120416 -0.042240 0.299 -0.114 0.079 0.42
O 1.243766 0.982636 -0.430980 0.208 -0.525 0.404 -0.72
O -1.526359 0.384966 -0.527443 0.249 1.371 1.347 -0.76
O 0.266019 -1.568332 0.179912 -0.243 -0.122 1.053 -0.75
```
Forces are in eV/Å.


[5]
The following is a DFT calculation (ωB97M-V with the def2-TZVPD basis set) of a structure of composition C24H34Cl3FeN3O3PSi.

Results
Energy above the lowest of the compared OMol25 structures with the same formula, charge and spin: 0.00 kJ/mol
Frontier orbital gap (alpha / beta): 5.3098 / 8.0147 eV
E_tot: -125181.3313 eV
HOMO level (alpha / beta): -0.1792 / -0.2794 Eh
Spin multiplicity: 6
Charge: 0

```
70
Properties=species:S:1:pos:R:3:forces:R:3:lowdin_spin:R:1
Fe 0.556475 -0.310844 0.127071 0.032 -0.067 0.011 3.72
C -1.922750 -1.752388 -1.364832 0.056 -0.046 0.044 0.00
N -0.734051 -2.476072 -0.912558 -0.004 0.031 0.010 0.02
C -0.001308 -2.955608 -2.084310 -0.015 0.042 0.025 0.00
C 1.386080 -3.521965 -1.791724 0.036 0.008 -0.014 0.00
C 2.279925 -2.585178 -0.958940 -0.026 -0.060 -0.031 0.01
N 1.933761 -1.203377 -1.231472 -0.050 -0.119 0.108 0.04
C 2.490127 -0.615911 -2.216250 -0.002 0.135 -0.039 0.00
C 2.077148 0.649629 -2.775126 -0.011 0.008 0.017 0.00
C 2.818278 1.142274 -3.863571 0.010 0.010 -0.016 0.00
C 2.433964 2.261617 -4.559478 0.012 -0.010 0.001 0.00
C 1.248248 2.903900 -4.178530 -0.023 -0.009 0.034 0.00
C 0.498869 2.450316 -3.120183 0.018 0.053 -0.043 0.00
C 0.893786 1.326799 -2.354047 0.131 -0.047 0.001 0.00
O 0.172945 0.962853 -1.339092 -0.062 -0.036 -0.061 0.06
C -1.135201 -3.589169 -0.051718 -0.034 0.009 -0.082 0.00
C -1.447761 -3.166426 1.368781 -0.023 -0.032 0.082 0.01
C -0.237056 -2.577001 2.090096 0.029 0.012 0.040 0.02
N -0.059951 -1.141559 1.917793 0.033 0.104 0.058 0.28
C 0.050870 -0.478525 3.090844 -0.013 -0.012 -0.032 0.24
C 0.173459 0.899291 3.365651 0.028 -0.089 -0.002 0.07
C 0.559379 1.293748 4.683343 0.032 0.061 0.039 0.11
C 0.754334 2.608527 5.042352 0.002 -0.097 0.009 0.01
C 0.582512 3.631209 4.107832 -0.010 0.069 -0.040 0.15
C 0.168184 3.290068 2.818330 0.024 0.027 0.023 0.00
C -0.051669 1.978714 2.471001 0.034 -0.035 -0.001 0.10
O -0.587891 1.668865 1.213985 -0.107 -0.039 0.071 0.04
H -2.555120 -2.389561 -2.002242 -0.010 0.004 -0.012 0.00
H -1.626567 -0.863399 -1.920849 0.014 -0.017 -0.011 0.00
H -2.507977 -1.433713 -0.504997 0.003 0.003 -0.022 0.00
H 0.101428 -2.104937 -2.759148 0.015 0.009 -0.019 0.00
H -0.592668 -3.713740 -2.622826 -0.005 -0.023 0.010 0.00
H 1.861350 -3.696990 -2.760956 -0.010 0.019 -0.005 0.00
H 1.328688 -4.498272 -1.306390 0.005 0.008 0.016 0.00
H 3.333410 -2.785667 -1.184645 0.025 -0.005 -0.013 0.00
H 2.134328 -2.769165 0.107833 -0.027 0.005 -0.002 0.00
H 3.317902 -1.116986 -2.735097 -0.006 -0.017 -0.025 0.00
H 3.713927 0.603153 -4.157557 -0.017 -0.001 -0.008 0.00
H 3.017758 2.626285 -5.393396 0.001 -0.004 0.006 0.00
H 0.911285 3.774446 -4.729199 0.000 -0.003 0.004 0.00
H -0.415239 2.951056 -2.830749 0.019 -0.026 -0.021 0.00
H -0.315901 -4.309461 -0.005582 0.023 0.018 -0.024 0.00
H -1.993318 -4.115223 -0.500609 -0.004 -0.021 -0.006 0.00
H -1.772865 -4.063285 1.904303 -0.026 0.009 0.015 0.00
H -2.276444 -2.456225 1.413406 0.016 0.006 -0.013 0.00
H 0.656255 -3.129088 1.755214 -0.001 0.036 -0.020 0.01
H -0.336929 -2.797732 3.156773 0.001 -0.011 0.027 0.00
H 0.080814 -1.094389 3.991143 0.008 -0.028 0.003 0.01
H 0.698855 0.511672 5.423376 -0.006 0.012 -0.023 0.00
H 1.045025 2.845744 6.058782 -0.004 -0.007 -0.011 0.00
H 0.741970 4.667678 4.373504 -0.005 -0.030 -0.015 0.01
H -0.000276 4.067583 2.082444 0.000 -0.010 0.011 0.00
C 5.015212 0.667633 0.814275 0.033 0.000 -0.010 0.00
P 3.513402 0.867030 1.790549 0.110 -0.103 -0.016 0.01
C 3.670047 -0.269508 3.174601 0.047 0.012 0.006 0.00
C 3.591628 2.516562 2.481579 -0.009 0.036 0.019 0.00
O 2.306674 0.606681 0.953965 -0.140 0.178 0.010 0.03
H 5.911238 0.864333 1.404973 -0.028 -0.004 -0.006 0.00
H 4.978590 1.359045 -0.028815 -0.009 -0.012 0.007 0.00
H 5.053972 -0.351481 0.426869 -0.007 0.014 0.001 0.00
H 3.641707 -1.294392 2.802588 -0.005 0.013 -0.008 0.00
H 2.830164 -0.114226 3.850582 -0.037 0.004 0.009 0.00
H 4.607441 -0.101587 3.708445 -0.031 -0.005 -0.008 0.00
H 4.537413 2.663833 3.006966 -0.017 -0.009 -0.018 0.00
H 2.763550 2.662345 3.176324 -0.008 -0.004 -0.005 0.00
H 3.504915 3.246616 1.675556 -0.003 -0.018 0.009 0.00
Cl -3.091203 3.112012 2.083266 0.058 0.006 -0.021 0.00
Si -1.847699 2.492666 0.591191 -0.056 0.061 -0.092 0.00
Cl -1.219307 4.126453 -0.447072 -0.019 0.070 0.059 0.00
Cl -2.972239 1.357569 -0.648075 0.015 -0.033 0.009 0.00
```
Forces are in eV/Å.


[6]
The following is a DFT calculation (ωB97M-V with the def2-TZVPD basis set) of a structure of composition C18H16BrFeN5S4SbSe.

Results
Frontier orbital gap (alpha / beta): 4.8841 / 5.6319 eV
E_tot: -246033.4133 eV
HOMO level (alpha / beta): -0.0447 / -0.0722 Eh
Spin multiplicity: 6
Charge: -2

```
47
Properties=species:S:1:pos:R:3:forces:R:3:lowdin_spin:R:1
Fe 0.111355 -0.059019 -0.178881 -0.338 0.260 -0.291 2.96
S -0.877644 4.395804 1.754050 0.073 0.021 0.008 0.00
Sb -1.823179 2.481850 0.968418 0.022 0.024 -0.095 0.01
S -0.809350 0.510546 1.854294 -0.011 -0.143 0.131 -0.13
S -0.873619 1.775589 -1.117632 -0.042 0.075 -0.111 -0.02
S -4.085956 2.328358 0.903783 -0.096 0.024 0.041 0.00
Se 2.316255 -3.339388 2.035446 -0.306 -0.033 -0.176 0.21
N 1.053740 -4.629983 1.818420 0.047 -0.064 0.067 0.25
C 0.051898 -4.062167 1.139889 0.192 -0.063 0.068 0.00
C -1.155422 -4.666138 0.760365 0.006 -0.099 0.035 0.13
C -2.099208 -3.907953 0.080249 -0.052 0.057 -0.043 0.06
C -1.838649 -2.580731 -0.233223 -0.061 0.007 -0.076 0.12
N -0.692183 -1.983144 0.079456 0.415 0.101 0.176 0.09
C 0.236922 -2.677468 0.766223 0.106 0.061 0.144 -0.01
N 1.358441 -2.077608 1.144040 -0.021 -0.123 -0.090 0.18
H -1.335700 -5.700298 1.016870 -0.020 -0.074 0.022 0.01
H -3.051652 -4.331704 -0.208851 -0.002 -0.023 0.010 0.00
H -2.572682 -1.969070 -0.739052 -0.041 0.054 -0.042 0.01
C -1.131179 -0.683134 -3.801093 -0.051 0.032 -0.032 0.02
C 0.265598 -1.182686 -3.982083 -0.050 -0.033 -0.273 0.11
C 0.705269 -1.724042 -5.175245 -0.042 -0.008 0.027 -0.01
C 2.006868 -2.196604 -5.311270 0.025 -0.009 -0.083 0.12
C 2.884063 -2.122074 -4.234609 0.050 -0.028 0.027 -0.01
C 2.496303 -1.562689 -3.031770 0.324 -0.202 -0.177 0.11
C 3.425782 -1.485000 -1.862773 0.099 0.001 0.089 0.02
C 1.174087 -1.073833 -2.892244 -0.417 0.273 0.107 0.06
N 0.794097 -0.517333 -1.755646 0.145 -0.019 0.585 0.64
H -1.749672 -0.931158 -4.664795 -0.014 0.001 -0.029 0.00
H -1.158772 0.396588 -3.636500 0.017 -0.032 -0.007 0.00
H -1.571727 -1.119585 -2.904854 -0.046 -0.021 0.045 0.00
H 0.013894 -1.790973 -6.008053 -0.012 -0.010 -0.044 0.00
H 2.335754 -2.623429 -6.249703 0.011 -0.040 -0.052 0.01
H 3.892758 -2.508350 -4.331974 0.042 -0.016 -0.022 0.00
H 4.342195 -2.040658 -2.065520 0.044 -0.018 0.002 0.00
H 2.957414 -1.879295 -0.958337 0.012 0.025 -0.021 0.00
H 3.694778 -0.447816 -1.643208 -0.039 0.013 0.016 0.01
Br 5.783516 3.365304 1.638278 -0.002 0.003 -0.001 0.00
C 4.224727 2.388029 1.158580 -0.041 -0.019 -0.054 0.00
C 3.622213 2.624234 -0.064480 0.011 -0.107 0.189 0.00
C 2.497190 1.874199 -0.372131 0.085 -0.147 0.337 0.00
N 1.995111 0.966187 0.462641 0.041 -0.001 0.044 0.04
C 2.574111 0.766282 1.644545 -0.026 0.127 -0.241 0.00
C 3.712286 1.451320 2.037933 0.031 0.101 -0.113 0.00
H 3.997988 3.363442 -0.752800 0.043 0.053 -0.033 0.00
H 1.967555 1.999594 -1.303558 -0.086 0.017 -0.102 0.00
H 2.101629 0.033008 2.282059 -0.043 -0.016 0.013 0.00
H 4.166096 1.263119 2.998685 0.021 0.015 0.025 0.00
```
Forces are in eV/Å.